{"formula": "C32H38N8O9SV", "method": "wB97M-V/def2-TZVPD", "e_lumo_ev": [-7.4, -6.8], "e_above_lowest_kj_mol": 0.0, "energy_ev": -100661.6110, "charge": 2, "spin_multiplicity": 2, "homo_energy_ev": [-12.75, -12.75], "orbital_gap_ev": [5.356, 5.963], "species": ["V", "O", "C", "O", "C", "O", "C", "C", "O", "O", "H", "H", "H", "H", "H", "N", "C", "C", "C", "C", "C", "C", "S", "O", "O", "N", "C", "N", "C", "C", "C", "N", "H", "H", "H", "H", "H", "H", "H", "H", "H", "C", "C", "O", "N", "C", "C", "C", "C", "C", "C", "N", "H", "H", "H", "H", "H", "H", "H", "H", "H", "H", "C", "C", "N", "C", "C", "C", "O", "C", "C", "C", "C", "N", "C", "H", "H", "H", "H", "H", "H", "H", "H", "H", "H", "H", "H", "H", "H"], "coordinates": [[-1.0191, -0.2781, 0.5030], [1.5272, 2.4596, 1.5104], [1.0926, 1.2803, 1.7522], [-0.1234, 1.0018, 1.7067], [2.1353, 0.2917, 2.1909], [1.5430, -0.9230, 2.5917], [1.9299, -2.0647, 1.8849], [1.1536, -2.3241, 0.5977], [1.1569, -3.2864, -0.0837], [0.3798, -1.2175, 0.2105], [0.7956, 2.9984, 1.0947], [2.6836, 0.7424, 3.0257], [2.8301, 0.1922, 1.3530], [1.7681, -2.9292, 2.5337], [2.9935, -2.0648, 1.6170], [-6.7213, 5.0518, 0.3096], [-5.4991, 4.5363, 0.0481], [-4.6741, 4.0864, 1.1001], [-3.4303, 3.5689, 0.8371], [-2.9781, 3.4708, -0.4796], [-3.7838, 3.9072, -1.5352], [-5.0305, 4.4288, -1.2745], [-1.3889, 2.8956, -0.8240], [-1.0469, 3.1364, -2.1848], [-0.4924, 3.2968, 0.2316], [-1.4763, 1.2067, -0.6435], [-2.1600, 0.4570, -1.5798], [-2.8502, 0.8803, -2.6164], [-3.3992, -0.0881, -3.3519], [-3.2854, -1.4454, -3.0591], [-2.5884, -1.7907, -1.9136], [-2.0413, -0.8239, -1.1846], [-6.9932, 5.2673, 1.2522], [-7.2536, 5.4878, -0.4227], [-5.0158, 4.1856, 2.1221], [-2.7879, 3.2711, 1.6566], [-3.4188, 3.8396, -2.5482], [-5.6469, 4.7822, -2.0902], [-3.9654, 0.2355, -4.2170], [-3.7346, -2.1921, -3.6937], [-2.4563, -2.8076, -1.5669], [-1.3457, -4.1131, 2.8536], [-1.4685, -2.6275, 2.7272], [-1.4253, -2.0792, 1.6096], [-1.6629, -1.9021, 3.8261], [-1.8234, -0.4553, 3.7347], [-3.0352, -0.0861, 2.9090], [-4.2519, 0.0449, 3.5608], [-5.4088, 0.2962, 2.8416], [-5.3042, 0.4222, 1.4689], [-4.0567, 0.2972, 0.8843], [-2.9349, 0.0439, 1.5677], [-0.8804, -4.5133, 1.9567], [-2.3395, -4.5516, 2.9569], [-0.7671, -4.3923, 3.7337], [-1.6503, -2.3522, 4.7273], [-0.9082, -0.0179, 3.3474], [-1.9648, -0.0761, 4.7456], [-4.2832, -0.0574, 4.6366], [-6.3622, 0.3935, 3.3422], [-6.1608, 0.6279, 0.8442], [-3.9675, 0.4299, -0.1820], [7.6611, -2.4502, -0.7660], [7.2150, -2.2081, -2.1986], [5.8718, -1.6301, -2.2826], [4.7990, -2.4947, -2.7415], [4.4829, -3.6127, -1.7594], [5.7701, -0.2994, -2.0542], [6.7380, 0.4067, -1.8331], [4.4155, 0.3661, -2.0920], [4.2171, 1.4380, -2.9582], [3.0301, 2.1434, -2.8722], [2.1137, 1.7934, -1.8909], [2.2945, 0.7923, -1.0310], [3.4211, 0.0920, -1.1666], [8.6634, -2.8747, -0.7501], [6.9935, -3.1448, -0.2554], [7.6848, -1.5115, -0.2148], [7.1974, -3.1380, -2.7689], [7.9062, -1.5293, -2.6996], [5.0935, -2.9222, -3.7052], [3.9145, -1.8904, -2.9357], [5.3084, -4.3189, -1.6754], [3.6036, -4.1678, -2.0808], [4.2961, -3.2110, -0.7615], [4.9907, 1.7096, -3.6632], [2.8200, 2.9756, -3.5273], [1.1992, 2.3658, -1.7950], [3.5726, -0.7338, -0.4731]], "forces_ev_per_a": [[-0.25, -0.58, 1.00], [0.15, -0.37, 0.32], [0.53, 0.57, 0.04], [-0.43, -0.30, -0.14], [0.06, 0.06, 0.01], [-0.05, 0.13, -0.02], [0.14, -0.39, -0.15], [-0.51, 0.65, -0.33], [0.20, -0.18, 0.26], [0.44, 0.29, -0.27], [-0.03, -0.02, -0.11], [-0.06, -0.06, -0.03], [-0.02, -0.06, 0.06], [0.02, 0.04, -0.07], [-0.05, 0.03, 0.05], [-0.13, 0.00, -0.01], [0.11, -0.02, 0.00], [-0.02, 0.01, -0.05], [0.11, 0.03, 0.10], [-0.07, 0.10, -0.11], [-0.08, -0.06, 0.07], [0.10, -0.06, 0.03], [-0.01, -0.18, 0.08], [0.03, 0.04, 0.16], [-0.34, 0.23, -0.13], [0.15, 0.18, -0.44], [0.04, -0.01, -0.22], [0.10, 0.00, 0.12], [-0.04, -0.14, -0.04], [0.12, -0.05, 0.16], [-0.18, -0.02, -0.27], [-0.16, -0.14, 0.16], [0.02, 0.01, -0.01], [0.01, 0.01, 0.00], [0.00, 0.00, 0.03], [0.03, -0.02, 0.01], [0.04, 0.00, -0.07], [-0.01, 0.01, -0.01], [0.00, 0.03, -0.01], [-0.01, -0.04, 0.00], [-0.04, 0.00, -0.04], [0.00, 0.00, 0.00], [-0.13, -0.01, 0.42], [0.13, 0.14, -0.45], [0.07, -0.11, -0.20], [0.05, 0.10, 0.15], [-0.05, -0.10, 0.10], [0.06, 0.03, -0.07], [0.05, 0.01, -0.09], [0.12, -0.02, 0.01], [-0.21, 0.18, -0.06], [0.17, 0.13, 0.08], [0.01, -0.02, 0.01], [-0.02, 0.01, -0.03], [0.00, 0.01, 0.00], [-0.04, 0.00, 0.00], [-0.08, -0.02, 0.00], [0.01, -0.04, -0.04], [0.00, 0.00, 0.02], [-0.01, 0.00, 0.01], [-0.02, 0.00, 0.00], [-0.04, -0.01, 0.01], [0.01, 0.01, 0.00], [0.07, -0.01, -0.11], [0.00, 0.10, 0.13], [-0.07, 0.00, -0.09], [0.00, -0.02, 0.03], [-0.04, -0.08, -0.27], [0.02, 0.08, 0.12], [0.00, 0.12, 0.00], [-0.08, -0.09, 0.11], [0.07, -0.07, 0.05], [-0.08, 0.19, -0.09], [-0.01, -0.03, -0.05], [0.17, -0.15, 0.04], [0.04, -0.01, -0.01], [-0.02, -0.02, 0.01], [0.00, 0.02, 0.00], [0.00, -0.01, 0.04], [-0.01, -0.01, 0.05], [-0.02, -0.01, 0.02], [0.00, 0.02, 0.05], [0.03, 0.01, -0.01], [-0.05, -0.03, -0.03], [-0.06, 0.03, 0.02], [0.01, 0.02, -0.02], [0.00, 0.03, -0.04], [0.04, -0.04, 0.00], [-0.01, -0.04, -0.01]]}